ORCA calculation (ωB97M-V with the def2-TZVPD basis set) on an isolated molecule of C5H6N2O at a distorted geometry.

Structure (XYZ):
```
14
C5H6N2O, DFT ωB97M-V with the def2-TZVPD basis set
C -1.48680 0.00758 -0.09489
C -0.39004 1.79505 -0.18668
C 1.57569 0.18426 0.23761
C 0.88787 -1.28251 -0.04762
C -0.26897 -0.44106 -0.41421
H -2.48806 -1.53676 -0.20165
H -0.06750 2.79520 0.10008
H 1.35601 0.37669 1.26811
H 2.54867 0.51244 -0.07801
H 0.69474 -2.01002 0.71817
H 1.40087 -1.80364 -0.85298
N -1.48847 1.27446 0.16061
N 0.46188 0.77585 -0.58788
O -2.73588 -0.64754 -0.02064
```

Electronic energy, Ha: -378.77546
SMILES: Oc1ncn2c1CC2
E_HOMO, eV: -8.253
2S+1: 1
Energy relative to the best compared isomer or geometry (same formula, charge and spin), kJ/mol: 250.7
Gap between HOMO and LUMO, Ha: 0.3295